Computed, not measured: 2 unconnected molecules or ions with the total composition C16H26NO5 at a distorted geometry, with ωB97M-V with the def2-TZVPD basis set.

The geometry in ORCA input format:
```
! RIJCOSX wB97M-V def2-TZVPD def2/J DEFGRID3
* xyz 1 1
H -1.7348 0.7514 4.2005
H 1.7745 4.8645 0.6531
H -2.3047 -5.9416 -1.5665
H 1.8168 2.8347 -0.6747
O -0.7309 -4.1427 -0.4142
H -0.9124 2.1880 3.7001
H 0.1469 0.1102 2.7769
H -0.9143 3.7708 -0.2671
C -2.1306 -5.2306 -3.6226
C 2.8986 0.5767 2.9948
C 0.9063 3.1114 1.7596
H 0.6353 1.9874 -1.3639
C -1.4809 -4.2023 -4.5066
C -0.6782 -3.2485 -4.0124
H -1.3892 -0.3912 2.1606
C -1.8483 -5.1884 -2.1928
H 1.7876 3.0675 2.3787
H -1.5993 0.0545 -0.6004
H -2.4525 1.7093 2.9436
C -1.0419 -4.2395 -1.7065
O -1.7641 -4.3093 -5.7940
C -0.7640 0.4790 2.3222
H 2.0507 0.3928 -0.1204
O 2.2073 0.0954 1.8483
C 2.0848 0.9963 0.7881
O -2.8584 -6.0489 -4.1446
H -2.3654 -5.0769 -5.8835
H 0.1729 5.0999 1.3336
C -0.6112 0.0104 -0.1591
H 0.3596 4.5151 -1.2453
C -0.4175 -3.1969 -2.5867
O 0.2815 -2.3468 -2.0554
H -0.0262 3.1281 2.3021
H 0.1384 0.0905 -0.9397
C 0.8289 4.3789 0.8649
N 0.8363 2.5612 -0.5416
C -0.5064 1.1012 0.9362
C 0.8148 1.8598 0.8265
C -1.5010 1.3580 3.3304
H -0.2095 -2.5034 -4.6392
H 2.9693 1.6375 0.7098
H 3.1920 -0.2888 3.5765
H -0.1134 -3.3898 -0.3419
H 2.2628 1.1887 3.6312
C 0.1523 3.8626 -0.4066
H -0.4719 -0.9689 0.2748
H 3.8075 1.1077 2.7188
H -1.2983 1.8249 0.7550
*
```

Output
Frontier orbital gap in eV: 8.21
Energy above the lowest of the compared OMol25 structures with the same formula, charge and spin in kJ/mol: 0.00
E_HOMO in eV: -11.6195
Maximum force in eV Å⁻¹: 1.15
Calculated total energy in Ha: -1055.9548

---

Computed, not measured: a gas-phase ion, C4H13N2 (charge +1) at a distorted geometry, with ωB97M-V with the def2-TZVPD basis set.

The geometry in ORCA input format:
```
! RIJCOSX wB97M-V def2-TZVPD def2/J DEFGRID3
* xyz 1 1
C -1.0550 -1.2570 2.0216
H -0.5304 1.0440 -2.8232
H 1.1827 0.8553 0.5027
H -1.2312 -0.4512 2.7465
H -2.0135 -1.5180 1.5087
C 0.0723 -1.2792 1.1637
H 0.6463 2.4357 -1.2089
H 1.9424 1.2962 -1.1576
N -0.2615 -0.5428 -0.0447
H -1.2895 -0.4656 -0.1160
H -0.6564 1.5417 0.0808
H -0.0175 -0.7819 -1.0458
C 0.9113 1.3994 -1.2662
H 0.4125 -2.2979 0.9113
H 0.9069 -0.9000 1.7024
C 0.2227 0.9244 -0.0434
H -0.7820 -1.9045 2.9271
H 1.0916 1.0846 -3.3137
N 0.4483 0.8167 -2.5453
*
```

Output
Frontier orbital gap in eV: 10.75
Energy above the lowest of the compared OMol25 structures with the same formula, charge and spin in kJ/mol: 267.10
E_HOMO in eV: -13.8755
SMILES string: CC[NH2+]CCN
Maximum force in eV Å⁻¹: 5.43
Calculated total energy in Ha: -269.3990